Entry 1:
{
  "formula": "C40H37BCl2N9O2S2Sc",
  "method": "ωB97M-V with the def2-TZVPD basis set",
  "charge": -2,
  "de_lowest_kj_mol": 151.4,
  "gap_ev": 5.1,
  "homo_ev": -1.02,
  "e_tot_ev": -127687.15829,
  "max_force_ev_per_a": 0.838,
  "species": ["Sc", "C", "C", "N", "N", "C", "B", "N", "C", "C", "C", "N", "N", "C", "C", "C", "N", "H", "H", "H", "H", "H", "H", "H", "H", "H", "H", "S", "C", "C", "C", "C", "C", "C", "S", "H", "H", "H", "H", "C", "C", "C", "C", "C", "C", "H", "H", "H", "H", "H", "Cl", "C", "C", "C", "C", "C", "Cl", "C", "N", "C", "C", "C", "C", "C", "C", "C", "C", "O", "O", "H", "H", "H", "H", "H", "H", "H", "H", "H", "H", "C", "C", "C", "C", "N", "N", "C", "H", "H", "H", "H", "H", "H", "H", "H"],
  "positions_angstrom": [[0.0010, 0.3040, -0.4625], [-1.5907, 0.3212, -4.7875], [-0.7868, 0.8031, -3.7478], [-0.6710, -0.1032, -2.7869], [-1.4008, -1.1716, -3.1752], [-1.9646, -0.9373, -4.3702], [-1.5070, -2.4629, -2.3578], [-2.2216, -2.1761, -1.0179], [-3.3660, -2.7094, -0.5654], [-3.6311, -2.1802, 0.6822], [-2.5739, -1.2935, 0.9099], [-1.7353, -1.3041, -0.1163], [-0.1024, -3.0626, -2.1294], [0.1964, -4.3739, -2.0612], [1.5583, -4.4938, -1.8867], [2.0089, -3.1637, -1.8605], [1.0079, -2.3134, -2.0175], [-1.8756, 0.8295, -5.6922], [-0.3116, 1.7595, -3.6279], [-2.5854, -1.6858, -4.8324], [-2.1705, -3.2712, -2.9667], [-3.9015, -3.4298, -1.1602], [-4.4716, -2.3842, 1.3221], [-2.3633, -0.6585, 1.7549], [-0.5783, -5.1194, -2.1307], [2.1332, -5.3963, -1.7683], [3.0080, -2.7880, -1.7085], [-0.1316, 2.3939, 1.1622], [-1.4781, 3.4498, 0.7788], [-1.5516, 4.6922, 1.4168], [-2.5899, 5.5812, 1.1820], [-3.5912, 5.2266, 0.2828], [-3.5340, 3.9976, -0.3536], [-2.4955, 3.0814, -0.1262], [-2.4888, 1.5325, -0.9205], [-0.7585, 4.9542, 2.1092], [-2.6155, 6.5377, 1.6937], [-4.4111, 5.9074, 0.0758], [-4.3075, 3.7117, -1.0578], [2.7091, -3.4858, 1.9946], [3.3287, -2.3447, 1.5018], [2.5746, -1.3423, 0.8990], [1.1762, -1.3793, 0.7645], [0.5979, -2.5623, 1.2692], [1.3309, -3.5903, 1.8611], [3.2866, -4.2798, 2.4563], [4.4067, -2.2332, 1.5784], [3.1168, -0.5021, 0.4873], [-0.4741, -2.6992, 1.2164], [0.8162, -4.4784, 2.2164], [5.9613, 4.6626, 0.1900], [4.6305, 4.4114, 1.3005], [4.2106, 5.5352, 1.9984], [3.1869, 5.4511, 2.9196], [2.6093, 4.2137, 3.1645], [3.0451, 3.1006, 2.4821], [2.3644, 1.5693, 2.8953], [4.0359, 3.1531, 1.4769], [4.3489, 1.9779, 0.8239], [5.0795, 1.8569, -0.3995], [6.3053, 1.2110, -0.3769], [7.0159, 1.0002, -1.5494], [6.4829, 1.4362, -2.7548], [5.2502, 2.0733, -2.7718], [4.5292, 2.2910, -1.6033], [3.1997, 2.9792, -1.6353], [1.9794, 2.0671, -1.4733], [0.9365, 2.4051, -2.0320], [2.0791, 1.0334, -0.7288], [4.7017, 6.4772, 1.7954], [2.8413, 6.3330, 3.4405], [1.8095, 4.0954, 3.8815], [3.5722, 1.3221, 0.8436], [6.6886, 0.8783, 0.5793], [7.9731, 0.4944, -1.5212], [7.0185, 1.2712, -3.6819], [4.8250, 2.4045, -3.7120], [3.0537, 3.5099, -2.5750], [3.1396, 3.7199, -0.8332], [2.1396, -1.1542, 5.7653], [0.9334, -0.5382, 5.1397], [0.1033, 0.4868, 5.5371], [-0.8059, 0.6600, 4.4674], [-0.5682, -0.2129, 3.5005], [0.4804, -0.9309, 3.9367], [-1.8919, 1.6750, 4.3221], [2.1804, -0.9089, 6.8262], [3.0551, -0.7890, 5.2948], [2.1263, -2.2403, 5.6605], [0.1670, 1.0567, 6.4499], [0.8858, -1.6048, 3.2990], [-2.1026, 2.1568, 5.2784], [-2.8081, 1.2135, 3.9517], [-1.5979, 2.4297, 3.5902]],
  "mulliken_charge": [-1.240, -1.249, -0.514, 1.044, -0.406, -0.262, 0.450, -0.054, -0.255, -1.220, -0.628, 1.192, 0.135, -0.207, -1.152, -0.268, -0.126, 0.391, 0.568, 0.407, -0.260, 0.417, 0.431, 0.420, 0.427, 0.385, 0.533, 0.200, -0.592, -0.533, -0.735, -0.487, -0.622, 0.611, -0.587, 0.374, 0.336, 0.308, 0.371, -1.058, -0.453, 0.331, 2.761, -0.480, -0.224, 0.297, 0.378, -0.192, -0.345, 0.357, -0.258, 1.136, -0.600, -0.609, -0.588, 0.096, 0.193, -0.651, 0.128, 0.351, -0.592, -0.685, -0.567, -1.029, 1.546, -1.470, 0.627, -0.612, 0.185, 0.413, 0.364, 0.425, -0.867, 0.473, 0.383, 0.379, 0.414, 0.525, -0.045, -1.348, 0.744, -1.167, 0.737, -0.114, 0.067, -1.052, 0.383, 0.209, 0.326, 0.324, 0.168, 0.393, 0.292, 0.001]
}

---

Entry 2:
{
  "formula": "C40H37F6N",
  "method": "ωB97M-V with the def2-TZVPD basis set",
  "charge": 0,
  "smiles": "Fc1ccccc1.Fc1ccccc1.Fc1ccccc1.Fc1ccccc1.Fc1ccccc1.Fc1ccccc1.CCCC#N",
  "de_lowest_kj_mol": 0.0,
  "gap_ev": 9.9,
  "homo_ev": -9.28,
  "e_tot_ev": -59874.83324,
  "max_force_ev_per_a": 1.619,
  "species": ["F", "C", "C", "C", "C", "C", "C", "H", "H", "H", "H", "H", "F", "C", "C", "C", "C", "C", "C", "H", "H", "H", "H", "H", "F", "C", "C", "C", "C", "C", "C", "H", "H", "H", "H", "H", "F", "C", "C", "C", "C", "C", "C", "H", "H", "H", "H", "H", "F", "C", "C", "C", "C", "C", "C", "H", "H", "H", "H", "H", "F", "C", "C", "C", "C", "C", "C", "H", "H", "H", "H", "H", "C", "C", "C", "C", "N", "H", "H", "H", "H", "H", "H", "H"],
  "positions_angstrom": [[-0.9607, -1.2081, 3.9594], [-1.5162, -1.4492, 2.7459], [-2.7027, -0.8371, 2.4084], [-3.1950, -1.0141, 1.1291], [-2.5781, -1.9128, 0.2602], [-1.4204, -2.5848, 0.6453], [-0.8625, -2.3348, 1.9031], [-3.1809, -0.1885, 3.1319], [-4.1267, -0.5719, 0.7999], [-3.0216, -2.1212, -0.7040], [-0.9396, -3.3239, 0.0191], [0.0553, -2.7778, 2.2651], [2.1976, 5.2835, 4.5313], [1.6749, 4.1106, 4.1518], [0.5228, 4.1100, 3.3680], [-0.0446, 2.9101, 2.9869], [0.6352, 1.7259, 3.3017], [1.7978, 1.7470, 4.0396], [2.3249, 2.9459, 4.5157], [0.1620, 5.0827, 3.0550], [-1.0006, 2.9113, 2.4827], [0.2103, 0.7780, 3.0143], [2.3020, 0.8234, 4.2950], [3.2101, 2.9690, 5.1351], [-6.0337, -3.1643, -3.0936], [-6.2259, -1.9416, -2.5646], [-5.1808, -1.0338, -2.4437], [-5.4104, 0.2164, -1.8985], [-6.6835, 0.5739, -1.4376], [-7.7233, -0.3388, -1.5765], [-7.4915, -1.5777, -2.1529], [-4.2197, -1.2921, -2.8688], [-4.6002, 0.9344, -1.8715], [-6.8881, 1.5618, -1.0506], [-8.7159, -0.0810, -1.2327], [-8.2877, -2.3139, -2.1583], [3.5133, 4.3123, -3.5489], [3.4281, 3.9159, -2.2797], [2.3167, 4.2378, -1.5092], [2.2963, 3.9060, -0.1481], [3.3710, 3.2214, 0.3824], [4.4426, 2.8238, -0.4062], [4.4590, 3.1709, -1.7473], [1.4799, 4.8239, -1.8682], [1.4816, 4.2043, 0.4962], [3.3409, 2.9172, 1.4247], [5.1907, 2.2010, 0.0650], [5.3291, 2.9697, -2.3615], [2.3292, -4.1081, 2.6988], [2.9892, -2.9613, 2.4840], [3.7550, -2.3976, 3.4956], [4.3833, -1.1716, 3.2972], [4.2784, -0.5342, 2.0672], [3.4803, -1.1084, 1.0839], [2.8896, -2.3500, 1.2486], [3.8198, -2.9277, 4.4374], [4.9827, -0.7116, 4.0715], [4.7372, 0.4307, 1.9011], [3.4821, -0.5974, 0.1278], [2.3723, -2.7881, 0.4042], [2.0335, -1.5357, -4.2282], [1.0026, -2.2989, -3.8498], [-0.3016, -1.8279, -3.9478], [-1.3690, -2.5808, -3.4831], [-1.1027, -3.8159, -2.8844], [0.1889, -4.2849, -2.7660], [1.2518, -3.5002, -3.2113], [-0.4747, -0.8864, -4.4565], [-2.3858, -2.3065, -3.7166], [-1.9386, -4.4070, -2.5285], [0.3570, -5.2400, -2.2879], [2.2628, -3.8867, -3.1653], [0.5251, 0.4446, 0.2001], [0.8077, 0.0143, -1.2429], [0.4878, 1.1260, -2.2455], [-0.9106, 1.5267, -2.2535], [-2.0150, 1.8452, -2.2586], [-0.5604, 0.5797, 0.2289], [0.9864, 1.4287, 0.3178], [0.8754, -0.2501, 0.9522], [0.2657, -0.9141, -1.4318], [1.8658, -0.2140, -1.4015], [0.8428, 0.8715, -3.2455], [1.0740, 2.0168, -2.0018]],
  "mulliken_charge": [-0.419, 0.331, -0.583, -0.244, -0.385, -0.278, -0.620, 0.463, 0.454, 0.297, 0.417, 0.530, -0.343, 0.411, -0.491, -0.640, 0.041, -0.503, -0.589, 0.445, 0.435, 0.300, 0.487, 0.433, -0.297, 0.264, 0.012, -0.373, -0.619, -0.430, -0.342, 0.182, 0.491, 0.427, 0.375, 0.388, -0.340, 0.408, -0.688, -0.222, 0.031, -0.565, -0.430, 0.407, 0.330, 0.227, 0.430, 0.467, -0.357, 0.418, -0.723, -0.380, -0.591, -0.058, -0.442, 0.433, 0.450, 0.318, 0.357, 0.582, -0.370, 0.045, -0.206, -0.469, -0.454, -0.614, -0.298, 0.474, 0.550, 0.429, 0.427, 0.490, -0.482, 0.762, 0.363, 0.237, -0.606, 0.402, -0.024, -0.121, -0.681, 0.280, 0.574, -0.796]
}